The following is a quantum chemistry calculation of C30H50IrP4Se as an isolated structure, from OMol25.

Calculated values
spin multiplicity: 5
total charge: +3
HOMO (alpha / beta): -15.9729 / -16.0957 eV
Kohn-Sham gap (alpha / beta): 0.3130 / 0.1549 hartree
energy above the lowest of the compared OMol25 structures with the same formula, charge and spin: 0.0 kJ/mol
max |F|: 2.97 eV/A

Each line ends with the Löwdin charge.
Positions of all 86 atoms, in Å:
Ir  0.985  0.333  0.240  0.487
P  2.485  -1.461  0.742  0.676
P  1.539  2.491  0.742  0.628
P  1.787  0.470  -2.011  0.611
H  -3.036  -2.563  -1.985  0.062
C  -2.137  -2.721  -2.590  -0.081
C  -1.348  -3.792  -2.404  -0.051
H  -1.583  -4.544  -1.644  0.059
C  2.186  -2.273  2.347  -0.213
C  4.241  -0.960  0.884  -0.207
C  2.456  -2.840  -0.442  -0.209
C  0.368  3.741  0.109  -0.228
C  1.581  2.842  2.529  -0.224
C  3.197  3.019  0.177  -0.219
C  1.005  -0.803  -3.071  -0.269
C  3.591  0.159  -2.253  -0.238
C  1.633  2.038  -2.966  -0.261
H  -1.944  -1.991  -3.383  0.034
H  -0.481  -3.985  -3.043  0.070
H  1.165  -2.666  2.389  0.031
H  2.332  -1.567  3.172  0.056
H  2.902  -3.098  2.452  0.078
H  4.318  -0.013  1.432  0.052
H  4.716  -0.852  -0.096  0.038
H  4.767  -1.740  1.452  0.076
H  1.436  -3.224  -0.565  0.033
H  3.082  -3.647  -0.033  0.083
H  2.852  -2.555  -1.422  0.037
H  0.533  4.678  0.660  0.080
H  -0.663  3.400  0.264  0.032
H  0.508  3.914  -0.964  0.035
H  2.016  3.838  2.689  0.074
H  2.192  2.090  3.040  0.057
H  0.569  2.798  2.946  0.034
H  3.462  3.928  0.736  0.073
H  3.224  3.239  -0.895  0.040
H  3.940  2.242  0.400  0.044
H  1.723  -1.143  -3.831  0.078
H  0.125  -0.374  -3.570  0.012
H  0.674  -1.666  -2.481  0.015
H  3.862  0.471  -3.272  0.069
H  3.837  -0.903  -2.142  0.035
H  4.184  0.752  -1.547  0.040
H  2.334  2.000  -3.812  0.074
H  1.864  2.917  -2.355  0.019
H  0.610  2.145  -3.360  -0.003
C  -2.659  1.594  -3.360  -0.542
C  -3.536  0.567  -3.772  -0.074
C  -4.466  0.794  -4.787  -0.001
C  -4.562  2.057  -5.392  0.035
C  -3.711  3.092  -4.971  -0.004
C  -2.772  2.870  -3.964  -0.071
Se  -1.401  1.281  -2.012  1.134
H  1.872  0.176  1.605  -0.043
H  -3.474  -0.403  -3.281  0.086
H  -5.121  -0.020  -5.105  0.139
H  -5.293  2.238  -6.181  0.144
H  -3.786  4.077  -5.437  0.138
H  -2.118  3.669  -3.619  0.118
C  -2.625  0.022  0.739  -0.272
P  -0.939  -0.237  1.367  0.784
C  -1.137  -2.006  1.849  -0.383
C  -0.890  -3.002  0.885  -0.154
C  -0.952  -4.349  1.242  -0.067
C  -1.358  -4.717  2.532  -0.035
C  -1.742  -3.731  3.445  -0.034
C  -1.658  -2.382  3.097  -0.072
C  -0.974  0.622  2.986  -0.405
C  -0.140  0.194  4.032  -0.121
C  -0.161  0.859  5.261  -0.044
C  -1.025  1.941  5.456  -0.041
C  -1.853  2.371  4.418  -0.054
C  -1.813  1.734  3.176  -0.103
H  -2.756  -0.605  -0.151  0.025
H  -2.755  1.071  0.444  0.007
H  -3.364  -0.258  1.505  0.091
H  -0.679  -2.725  -0.153  0.057
H  -0.695  -5.118  0.510  0.112
H  -1.400  -5.768  2.812  0.124
H  -2.113  -4.004  4.434  0.127
H  -2.000  -1.623  3.804  0.118
H  0.519  -0.666  3.896  0.088
H  0.492  0.521  6.067  0.124
H  -1.051  2.448  6.422  0.126
H  -2.539  3.209  4.569  0.124
H  -2.453  2.086  2.367  0.098

***

The following is a quantum chemistry calculation of one molecule with the formula C18H20ClN3O4S2, from OMol25.

Calculated values
HOMO: -7.7388 eV
Kohn-Sham gap: 0.2935 hartree
energy above the lowest of the compared OMol25 structures with the same formula, charge and spin: 0.0 kJ/mol
max |F|: 3.72 eV/A

Each line ends with the Löwdin charge.
Positions of all 48 atoms, in Å:
C  5.931  0.446  0.073  -0.052
O  5.174  0.695  1.256  -0.105
C  3.920  0.184  1.185  -0.245
C  3.792  -1.162  1.469  -0.048
C  2.615  -1.849  1.379  -0.027
C  1.471  -1.091  1.101  -0.166
C  1.474  0.295  0.979  -0.088
C  2.736  0.991  0.944  -0.087
O  2.930  2.370  0.784  -0.124
C  3.225  3.057  1.989  -0.082
N  0.184  0.826  0.931  -0.041
C  -0.050  2.250  0.881  -0.023
C  -0.769  -0.307  1.098  -0.242
N  -1.643  -0.359  -0.041  -0.003
C  -2.873  0.310  -0.103  -0.348
O  -3.329  0.849  0.887  0.095
C  -3.719  0.168  -1.453  -0.666
C  -5.039  0.938  -1.396  -0.054
S  -2.716  0.773  -2.870  0.672
S  -1.044  -0.454  -2.457  0.726
C  -1.420  -1.368  -1.010  -0.661
C  -0.212  -2.188  -0.519  -0.036
C  0.011  -1.552  0.986  -0.652
Cl  -0.476  -2.658  2.250  0.761
C  -2.725  -2.069  -1.416  -0.367
O  -2.721  -3.241  -1.786  0.080
N  -3.873  -1.238  -1.709  -0.119
C  -4.692  -1.609  -2.819  -0.058
H  7.022  0.580  0.425  0.124
H  5.671  -0.519  -0.311  0.079
H  5.752  1.208  -0.666  0.082
H  4.656  -1.667  1.858  0.122
H  2.638  -2.952  1.488  0.129
H  4.261  3.461  1.897  0.104
H  3.301  2.347  2.828  0.108
H  2.530  3.811  2.204  0.058
H  -1.055  2.593  1.355  0.119
H  -0.091  2.461  -0.202  0.093
H  0.772  2.867  1.372  0.087
H  -1.168  -0.204  2.037  0.126
H  -5.786  0.353  -0.940  0.082
H  -5.344  1.319  -2.384  0.091
H  -4.893  1.791  -0.762  0.079
H  0.674  -2.095  -1.168  0.122
H  -0.267  -3.256  -0.391  0.107
H  -4.351  -1.346  -3.850  0.110
H  -4.870  -2.619  -2.742  0.070
H  -5.611  -1.140  -2.659  0.067

***

The following is a quantum chemistry calculation of C5H4HoO5 as an isolated structure, from OMol25.

Calculated values
spin multiplicity: 5
total charge: +3
HOMO (alpha / beta): -21.6565 / -21.6577 eV
Kohn-Sham gap (alpha / beta): 0.2283 / 0.2367 hartree
energy above the lowest of the compared OMol25 structures with the same formula, charge and spin: 0.0 kJ/mol
max |F|: 8.28 eV/A

Each line ends with the Löwdin charge.
Positions of all 15 atoms, in Å:
Ho  0.140  -0.332  0.048  1.877
O  -1.100  4.566  -3.233  0.062
C  -0.982  3.954  -2.274  -0.009
C  2.051  -0.894  -1.244  0.004
O  2.871  -1.229  -1.999  0.273
C  -1.714  -1.408  -1.046  0.012
O  -2.514  -2.021  -1.614  0.276
C  -0.052  0.356  -2.541  0.004
O  -0.240  0.127  -3.673  0.221
C  0.249  -0.892  3.080  -0.008
O  0.301  0.159  2.119  -0.262
H  0.954  -1.659  2.775  0.114
H  -0.771  -1.293  3.073  0.125
H  0.501  -0.496  4.048  0.140
H  0.306  1.061  2.483  0.173

***

The following is a quantum chemistry calculation of C16H14BF4IrN2O2S as an isolated structure, from OMol25.

Calculated values
spin multiplicity: 2
total charge: +1
HOMO (alpha / beta): -12.1065 / -12.1249 eV
Kohn-Sham gap (alpha / beta): 0.3006 / 0.2133 hartree
energy above the lowest of the compared OMol25 structures with the same formula, charge and spin: 85.9 kJ/mol
max |F|: 1.09 eV/A

Each line ends with the Löwdin charge.
Positions of all 41 atoms, in Å:
Ir  -0.931  -0.055  -0.133  1.642
N  -2.587  1.009  -1.071  -0.059
C  -2.302  2.374  -1.572  -0.192
C  -1.131  2.326  -2.527  -0.078
C  0.151  1.978  -1.829  -0.518
O  1.244  2.106  -2.276  0.183
O  0.058  1.490  -0.527  -0.200
H  -2.979  0.428  -1.810  0.121
H  -3.296  1.018  -0.339  0.107
H  -2.072  3.003  -0.714  0.133
H  -3.189  2.783  -2.054  0.135
H  -0.992  3.286  -3.021  0.145
H  -1.279  1.574  -3.308  0.137
S  3.221  -0.780  1.258  1.213
C  2.354  -0.045  2.577  -0.418
C  2.846  0.356  3.818  -0.060
C  1.960  0.934  4.701  -0.052
C  0.608  1.104  4.370  -0.043
C  0.117  0.705  3.147  -0.009
C  1.011  0.129  2.249  -0.265
N  0.738  -0.339  0.967  -0.082
C  1.785  -0.822  0.353  -0.503
C  1.526  -1.272  -1.003  -0.195
C  2.379  -1.949  -1.855  0.012
C  1.901  -2.377  -3.089  -0.027
C  0.582  -2.149  -3.456  -0.034
C  -0.286  -1.469  -2.606  -0.056
C  0.213  -1.012  -1.403  -0.228
H  3.885  0.212  4.081  0.120
H  2.316  1.269  5.665  0.117
H  -0.062  1.545  5.096  0.117
H  -0.928  0.820  2.891  0.112
H  3.395  -2.168  -1.551  0.127
H  2.559  -2.909  -3.762  0.122
H  0.217  -2.502  -4.411  0.121
H  -1.318  -1.305  -2.893  0.113
F  -1.412  -1.644  2.229  0.153
B  -2.373  -1.949  1.285  -1.181
F  -3.009  -0.670  0.885  -0.010
F  -1.658  -2.152  0.026  0.026
F  -3.262  -2.883  1.611  0.256

***

The following is a quantum chemistry calculation of a 6-piece molecular cluster, H12O6 overall, from OMol25.

Calculated values
spin multiplicity: 2
total charge: -1
HOMO (alpha / beta): 0.3377 / -7.3883 eV
Kohn-Sham gap (alpha / beta): 0.1064 / 0.4075 hartree
energy above the lowest of the compared OMol25 structures with the same formula, charge and spin: 54.7 kJ/mol
max |F|: 0.95 eV/A

Each line ends with the Löwdin charge.
Positions of all 18 atoms, in Å:
O  1.694  1.145  1.978  -0.249
H  1.566  2.092  1.916  -0.023
H  1.753  0.972  2.917  -0.011
O  -1.952  0.610  -2.332  -0.113
H  -2.261  0.566  -1.428  -0.050
H  -2.146  -0.254  -2.695  0.021
O  -0.424  -0.470  0.409  -0.126
H  -1.281  -0.077  0.242  -0.034
H  0.068  0.214  0.863  -0.025
O  -3.008  0.737  0.193  -0.184
H  -3.652  0.485  0.854  0.029
H  -2.641  1.560  0.517  -0.003
O  3.290  -0.315  -0.093  -0.123
H  4.001  -0.386  0.543  0.010
H  2.598  0.156  0.372  -0.031
O  0.528  -2.626  -1.418  -0.088
H  0.425  -1.713  -1.150  -0.015
H  1.444  -2.695  -1.689  0.015

***

Question: The highest max |F| belongs to which entry?
Answer: C5H4HoO5